Record 1
DFT (the ωB97M-V functional and the def2-TZVPD basis) results for a cluster of 2 separate species, C4H5Cl3O in total.

Structure (XYZ):
```
13
Properties=species:S:1:pos:R:3:forces:R:3
H -0.928 -0.472 -1.622 -0.61 -0.01 1.76
C -1.121 -0.529 -0.497 1.61 3.51 -0.66
H -2.618 1.136 -0.363 -0.22 -0.34 -0.40
H -1.125 1.529 0.335 -0.07 -0.60 0.52
Cl 4.020 0.641 0.155 -0.59 -1.17 -0.02
O -0.878 -1.698 -0.023 -0.83 -0.63 1.71
C -1.857 0.703 0.281 3.25 -0.40 -5.73
C 2.481 -0.336 -0.017 1.40 1.10 0.13
Cl 1.204 2.030 -0.192 0.45 0.14 0.02
H -2.304 0.413 1.110 -1.57 -1.36 4.15
C 1.365 0.322 -0.174 -2.75 -0.75 -0.39
H -0.899 -1.667 0.968 0.01 -0.25 -1.04
Cl 2.661 -2.072 0.040 -0.07 0.76 -0.03
```
Positions in Å, forces in eV/Å.

The total charge is 0. The energy relative to the best compared isomer or geometry (same formula, charge and spin) is 455.5 kJ/mol. The value obtained for the HOMO-LUMO gap (alpha / beta) is 7.534 / 7.536 eV. Its lowest unoccupied orbital energy (alpha / beta) is -0.52 / -0.52 eV.

Record 2
DFT (the ωB97M-V functional and the def2-TZVPD basis) results for the molecule C4H5ClF2.

Structure (XYZ):
```
12
Properties=species:S:1:pos:R:3:forces:R:3
Cl -0.580 -2.058 -0.976 0.14 0.76 0.76
C 1.094 -0.424 1.324 0.88 2.02 -1.89
F 1.335 0.597 -0.731 1.56 0.22 -0.74
H 0.547 -0.547 2.155 -2.46 0.15 3.01
H 1.453 -1.392 1.163 0.59 -1.35 -1.33
H -1.479 1.513 -1.209 -0.38 -1.30 -0.34
H 1.910 0.234 1.532 0.76 0.21 0.49
F -0.040 1.593 0.575 0.28 -1.09 0.59
H -2.387 0.076 -2.047 0.85 -0.33 0.36
C -0.695 -0.318 -0.601 -2.75 0.03 -2.93
C -1.571 0.403 -1.388 1.65 0.76 2.60
C 0.414 0.322 0.204 -1.12 -0.06 -0.58
```
Positions in Å, forces in eV/Å.

The total charge is 0. The energy relative to the best compared isomer or geometry (same formula, charge and spin) is 53.3 kJ/mol. The value obtained for the HOMO-LUMO gap is 10.576 eV. Its lowest unoccupied orbital energy is 0.74 eV.

Record 3
DFT (the ωB97M-V functional and the def2-TZVPD basis) results for a cluster of 2 separate species, C4H5ClFN in total.

Structure (XYZ):
```
12
Properties=species:S:1:pos:R:3:forces:R:3
C -3.685 0.821 -0.439 2.37 -1.19 0.17
C 1.738 -1.113 -0.691 1.84 0.29 -1.56
H -3.845 1.831 -0.510 0.86 2.53 -0.20
F -2.332 -1.161 -0.119 -0.52 1.81 -0.48
H 2.485 -0.514 -1.295 -0.66 -0.74 0.64
H 1.343 -1.946 -1.199 0.14 -1.17 -1.52
H 2.162 -1.591 0.141 1.06 -0.21 1.46
N 0.615 -0.430 -0.329 -3.44 4.41 0.85
Cl 0.566 2.250 -0.113 1.14 2.62 -0.07
C 0.104 0.697 -0.247 0.76 -4.99 0.26
C -2.542 0.168 -0.333 -1.18 -1.18 0.43
H -4.611 0.406 -0.509 -2.38 -2.19 0.03
```
Positions in Å, forces in eV/Å.

The total charge is 0. The spin multiplicity is 3. The energy relative to the best compared isomer or geometry (same formula, charge and spin) is 70.6 kJ/mol. The value obtained for the HOMO-LUMO gap (alpha / beta) is 7.948 / 8.738 eV. Its lowest unoccupied orbital energy (alpha / beta) is 0.80 / -1.15 eV.

Record 4
DFT (the ωB97M-V functional and the def2-TZVPD basis) results for the molecule C4H5ClFNO.

Structure (XYZ):
```
13
Properties=species:S:1:pos:R:3:forces:R:3
H -0.993 0.170 -1.681 -0.83 -1.43 0.49
C -0.254 -1.040 0.042 3.86 0.46 -2.60
C 0.743 -0.456 1.008 2.62 -2.48 0.09
N 1.141 1.466 -0.199 -2.76 1.57 -2.13
O 1.644 0.356 0.328 0.72 0.93 -0.05
H -0.909 -1.808 0.374 -0.25 -0.70 0.13
H 1.623 -1.128 1.295 -2.32 -0.36 0.58
H -0.494 2.271 -1.022 -0.88 2.05 -0.97
C -0.111 1.424 -0.594 2.77 -2.44 3.36
C -0.968 0.146 -0.565 3.92 0.65 -2.92
F 0.674 -1.561 -0.996 -1.73 0.02 1.13
Cl -2.406 0.082 0.201 -4.43 1.21 1.70
H 0.311 0.077 1.809 -0.68 0.53 1.18
```
Positions in Å, forces in eV/Å.

The total charge is 0. The energy relative to the best compared isomer or geometry (same formula, charge and spin) is 330.0 kJ/mol. The value obtained for the HOMO-LUMO gap is 10.634 eV. Its lowest unoccupied orbital energy is 0.72 eV.

Record 5
DFT (the ωB97M-V functional and the def2-TZVPD basis) results for a structure of composition C4H5ClGaOSr.

Structure (XYZ):
```
13
Properties=species:S:1:pos:R:3:forces:R:3
O -3.026 -0.018 -0.045 -0.50 1.51 0.63
C 3.442 0.009 0.386 0.64 0.06 0.22
C -1.848 0.122 0.157 -0.63 -2.30 -0.64
Sr -2.947 1.341 2.582 -0.35 -0.39 -0.42
H 0.260 1.376 -1.607 -0.19 -0.11 0.19
H 4.460 0.052 0.659 0.37 0.00 0.25
C 2.311 -0.031 -0.010 -1.34 -0.06 -0.55
C -0.830 -0.849 0.087 -0.28 0.56 0.62
H -0.418 -1.050 1.069 0.91 0.25 -0.05
H 0.840 -1.067 -2.395 -0.17 -0.15 0.25
Cl -1.313 1.883 0.589 0.53 0.75 0.28
H -1.284 -1.728 -0.332 -0.15 -0.41 -0.10
Ga 0.707 -0.089 -1.169 1.16 0.29 -0.68
```
Positions in Å, forces in eV/Å.

The total charge is +1. The value obtained for the HOMO-LUMO gap is 4.372 eV. Its lowest unoccupied orbital energy is -6.66 eV.

Record 6
DFT (the ωB97M-V functional and the def2-TZVPD basis) results for the molecule C4H5ClN2.

Structure (XYZ):
```
12
Properties=species:S:1:pos:R:3:forces:R:3
H 1.342 1.875 -0.287 -0.23 -0.34 0.12
C -1.194 -0.198 1.122 0.16 -1.13 -1.13
Cl 1.748 -0.504 0.105 -0.25 0.90 -0.13
H -0.548 -1.197 -1.609 -0.65 0.71 0.56
H -0.951 1.997 1.048 0.43 0.28 0.16
C -0.548 0.798 -0.863 0.07 -0.23 0.04
H -1.439 -0.516 2.133 0.07 0.37 -0.17
C 0.744 0.980 -0.117 -0.09 -1.01 0.25
N -1.428 -1.043 0.171 0.09 -0.18 1.21
N -1.139 -0.523 -1.079 1.00 0.36 0.67
C -0.543 1.073 0.675 -0.92 -0.50 -1.49
H -0.901 1.468 -1.617 0.30 0.77 -0.09
```
Positions in Å, forces in eV/Å.

The total charge is 0. The energy relative to the best compared isomer or geometry (same formula, charge and spin) is 239.6 kJ/mol. The value obtained for the HOMO-LUMO gap is 9.800 eV. Its lowest unoccupied orbital energy is 0.85 eV.

Record 7
DFT (the ωB97M-V functional and the def2-TZVPD basis) results for the molecule C4H5ClN2O2.

Structure (XYZ):
```
14
Properties=species:S:1:pos:R:3:forces:R:3
H 1.816 1.045 -0.929 0.02 0.10 0.02
Cl 1.917 -1.638 -0.446 -0.04 -0.09 -0.02
H 1.160 2.681 -0.695 0.00 0.03 0.02
H 0.582 -1.923 1.463 -0.06 0.03 -0.18
C -0.520 -0.627 0.171 1.15 4.90 -0.96
H -0.145 -2.687 0.025 0.08 0.07 0.13
N -1.252 1.631 -0.297 0.42 1.21 -0.29
C -0.117 1.125 -0.144 -1.22 -5.23 0.94
N -1.793 -0.625 0.073 0.69 0.67 0.03
C 0.351 -1.788 0.403 -0.20 -0.44 0.13
O -2.271 0.831 -0.192 -0.72 -1.28 0.21
H 1.724 1.736 0.692 0.06 -0.04 0.08
C 1.226 1.680 -0.273 0.34 0.37 -0.12
O -2.679 -1.442 0.148 -0.54 -0.31 0.01
```
Positions in Å, forces in eV/Å.

The total charge is 0. The energy relative to the best compared isomer or geometry (same formula, charge and spin) is 579.6 kJ/mol. The value obtained for the HOMO-LUMO gap is 10.267 eV. Its lowest unoccupied orbital energy is 0.66 eV.

Record 8
DFT (the ωB97M-V functional and the def2-TZVPD basis) results for a cluster of 2 separate species, C4H5ClN2S in total.

Structure (XYZ):
```
13
Properties=species:S:1:pos:R:3:forces:R:3
S -0.281 -2.842 -0.551 1.08 0.37 -0.11
C -1.825 -0.570 -0.426 -2.66 -0.43 0.56
N -2.075 0.628 -0.341 1.25 0.69 -0.63
H 2.147 -3.315 -0.848 -0.64 0.66 -0.30
H -2.953 1.046 -0.145 -0.94 -0.28 0.28
H -0.281 1.365 1.202 0.42 -0.07 -0.15
C 0.555 -0.505 -1.215 -1.26 -4.89 2.26
C 1.386 -2.515 -0.959 -0.16 -1.04 0.89
Cl -3.168 -1.863 -0.044 0.73 0.72 -0.24
C -0.589 -1.166 -0.750 1.93 -0.12 -1.05
H 0.336 1.153 0.828 -0.20 0.17 0.37
H 0.608 0.449 -1.466 0.14 4.18 -0.99
N 1.668 -1.280 -1.210 0.30 0.04 -0.89
```
Positions in Å, forces in eV/Å.

The total charge is 0. The energy relative to the best compared isomer or geometry (same formula, charge and spin) is 167.4 kJ/mol. The value obtained for the HOMO-LUMO gap is 9.308 eV. Its lowest unoccupied orbital energy is -0.34 eV.

Record 9
DFT (the ωB97M-V functional and the def2-TZVPD basis) results for the molecule C4H5ClO.

Structure (XYZ):
```
11
Properties=species:S:1:pos:R:3:forces:R:3
H -2.587 0.625 -0.044 2.05 -0.56 1.96
C 0.167 -0.047 -0.485 -4.57 0.95 2.55
H -0.360 0.383 -1.359 0.18 -0.40 0.70
Cl 1.934 0.023 -2.371 0.57 -0.03 0.66
C 1.556 -0.246 -0.573 2.05 -1.33 -2.80
H 2.072 0.491 -0.007 0.87 0.24 0.39
C -0.476 -0.162 0.721 -0.22 1.00 -3.58
C -1.852 0.340 0.917 -1.81 -0.21 -0.54
H 0.006 -0.512 1.585 0.60 -0.41 1.11
O -2.304 0.398 2.043 0.04 0.26 -0.91
H 1.843 -1.294 -0.427 0.24 0.49 0.45
```
Positions in Å, forces in eV/Å.

The total charge is 0. The energy relative to the best compared isomer or geometry (same formula, charge and spin) is 86.0 kJ/mol. The value obtained for the HOMO-LUMO gap is 10.023 eV. Its lowest unoccupied orbital energy is -0.06 eV.

Record 10
DFT (the ωB97M-V functional and the def2-TZVPD basis) results for a cluster of 2 separate species, C4H5ClO in total.

Structure (XYZ):
```
11
Properties=species:S:1:pos:R:3:forces:R:3
C 1.008 -0.099 0.620 1.13 1.23 0.43
H -1.176 -0.655 -1.169 0.08 -1.39 -2.56
C -0.301 0.377 0.285 -2.79 1.20 -1.42
H -0.750 0.838 1.122 0.38 0.72 1.99
O 3.338 1.208 -0.439 1.71 1.21 0.43
C 2.464 0.556 -0.684 -1.89 -1.20 -0.50
H -2.379 0.085 -0.298 -2.52 1.68 0.22
C -1.513 -0.438 -0.223 3.47 -3.34 2.60
H -0.269 1.279 -0.358 0.66 -0.35 0.10
H -1.601 -1.411 0.422 -0.18 1.78 -1.38
Cl 1.179 -1.741 0.723 -0.04 -1.54 0.09
```
Positions in Å, forces in eV/Å.

The total charge is 0. The energy relative to the best compared isomer or geometry (same formula, charge and spin) is 345.6 kJ/mol. The value obtained for the HOMO-LUMO gap (alpha / beta) is 7.749 / 7.749 eV. Its lowest unoccupied orbital energy (alpha / beta) is -0.46 / -0.46 eV.

Number 1: E_tot -43839.12626 eV. Number 2: E_tot -22185.39473 eV. Number 3: E_tot -20951.94741 eV. Number 4: E_tot -23002.90163 eV. Number 5: E_tot -71999.52136 eV. Number 6: E_tot -19729.46109 eV. Number 7: E_tot -23821.19208 eV. Number 8: E_tot -30565.16199 eV. Number 9: E_tot -18797.30841 eV. Number 10: E_tot -18794.61710 eV.